{"formula": "C17H19BrMgN2O2SSi2", "method": "ωB97M-V with the def2-TZVPD basis set", "energy_ev": -127095.4845, "homo_lumo_gap_ha": 0.1717, "homo_energy_ev": -0.789, "fmax_ev_per_a": 0.62, "charge": -2, "symbols": ["C", "C", "C", "H", "H", "C", "Si", "H", "H", "Si", "O", "S", "N", "H", "C", "H", "C", "H", "H", "Mg", "H", "N", "Br", "C", "H", "C", "H", "C", "C", "H", "C", "H", "H", "C", "C", "C", "H", "C", "C", "H", "H", "H", "O", "H", "C"], "positions_angstrom": [[-3.201, 1.133, -0.969], [2.456, 1.424, -0.430], [-1.580, 2.905, -1.894], [1.560, -3.742, -1.746], [3.382, -1.330, 3.907], [-1.634, -3.676, 0.560], [0.786, 0.674, 0.098], [2.577, 0.440, 2.414], [3.105, 1.636, 0.431], [-0.313, -2.720, -0.428], [-4.199, 0.993, -0.271], [2.224, -0.994, -5.307], [0.089, -0.319, -3.584], [-2.218, -2.995, 1.187], [1.387, -3.159, 1.871], [-3.714, 3.162, 0.686], [0.671, -4.133, -1.242], [-0.769, 1.626, 1.843], [1.062, -4.188, 1.733], [-0.782, -0.454, -1.659], [0.061, -4.630, -2.004], [-1.013, 4.115, -1.909], [-2.827, 6.006, 1.251], [1.342, -0.834, 1.196], [-0.910, 5.961, -0.987], [2.264, -2.882, 2.909], [-1.189, -4.445, 1.204], [-2.352, 4.687, -0.033], [-2.953, 3.447, -0.029], [0.989, -4.887, -0.510], [0.905, -2.168, 0.995], [0.914, 2.044, 2.231], [2.987, 0.745, -1.104], [0.982, -0.611, -4.279], [-1.385, 4.986, -0.980], [-2.556, 2.524, -0.975], [2.290, 2.361, -0.973], [0.193, 1.928, 1.412], [2.233, -0.579, 2.253], [0.048, 2.911, 0.946], [2.611, -3.678, 3.561], [-1.259, 2.212, -2.661], [-2.627, 0.244, -1.687], [-2.334, -4.166, -0.126], [2.694, -1.573, 3.103]]}